11
Properties=species:S:1:pos:R:3:lowdin_charge:R:1 method="wB97M-V/def2-TZVPD" energy_ha=-645.4300 e_above_lowest_ev=2.223 smiles="O[C@@H]1C=CSN1" orbital_gap_ha=0.31667
C -0.110 -1.014 -0.175 -0.138
C 1.174 -1.149 0.227 -0.449
C -0.572 0.437 -0.367 -0.431
N 0.717 1.152 -0.462 -0.308
O -1.264 0.924 0.813 -0.039
S 2.020 0.346 0.308 0.898
H -0.724 -2.010 -0.139 0.136
H 1.484 -2.048 0.688 0.056
H -1.270 0.465 -1.259 0.149
H 0.703 2.082 -0.121 0.052
H -2.160 0.816 0.487 0.075